C33H93BO20P | wB97M-V/def2-TZVPD

Calculated values
HOMO level = -3.4 eV
HOMO-LUMO gap = 5.1 eV
Charge = -1
DFT total energy = -86641.2319 eV
F_max = 3.65 eV Å⁻¹

Each line ends with the Löwdin charge.
Geometry (Å):
C: 3.189 -0.327 1.696  0.00
C: 3.111 0.926 2.531  -0.54
O: 3.075 0.854 3.701  0.13
O: 3.144 2.100 1.844  0.09
C: 2.122 3.029 2.123  -0.53
O: 2.410 4.155 1.997  0.10
C: 0.745 2.601 2.506  -0.22
P: -0.162 1.765 0.988  0.52
C: -1.017 0.425 2.059  -0.30
C: -2.552 0.392 1.845  -0.15
C: -2.995 -0.972 1.432  -0.54
O: -3.622 -1.207 0.485  0.14
O: -2.647 -2.030 2.274  0.04
B: -0.836 0.959 -0.690  -0.69
O: -1.149 1.838 -1.756  0.04
O: -1.038 -0.409 -0.896  0.09
H: 3.931 -0.997 2.124  0.06
H: 2.237 -0.838 1.757  0.08
H: 3.463 -0.122 0.672  0.08
H: 0.853 1.957 3.375  0.06
H: 0.220 3.520 2.753  0.09
H: -1.315 2.671 1.083  0.01
H: 0.489 2.793 0.131  -0.01
H: 1.025 0.862 0.856  -0.01
H: -0.618 -0.544 1.737  0.06
H: -0.816 0.474 3.128  0.05
H: -2.932 1.179 1.186  0.09
H: -3.023 0.556 2.818  0.10
H: -1.825 -2.425 1.964  0.10
H: -0.319 2.237 -2.046  0.08
H: -0.181 -0.855 -0.911  0.09
C: 4.613 7.096 -0.514  -0.10
C: 3.817 5.810 -0.653  -0.31
O: 2.819 5.945 -1.667  -0.09
H: 3.952 7.928 -0.264  0.06
H: 5.372 7.004 0.266  0.07
H: 5.110 7.351 -1.455  0.07
H: 3.310 5.570 0.279  0.09
H: 4.474 4.972 -0.909  0.11
H: 3.269 6.144 -2.494  0.07
C: 1.562 8.598 2.833  -0.10
C: 1.119 7.144 2.788  -0.32
O: 0.111 6.956 1.800  -0.08
H: 0.713 9.250 3.050  0.07
H: 2.328 8.752 3.597  0.07
H: 1.967 8.908 1.866  0.06
H: 0.696 6.842 3.745  0.11
H: 1.962 6.487 2.562  0.09
H: 0.483 7.206 0.948  0.08
C: -5.288 -1.300 -2.343  -0.09
C: -5.718 -2.748 -2.467  -0.31
O: -6.691 -2.906 -3.503  -0.10
H: -6.148 -0.663 -2.128  0.08
H: -4.550 -1.174 -1.550  0.05
H: -4.853 -0.950 -3.285  0.07
H: -6.171 -3.096 -1.539  0.11
H: -4.856 -3.387 -2.690  0.10
H: -6.275 -2.601 -4.316  0.04
C: 6.160 -3.920 0.541  -0.09
C: 4.755 -3.415 0.812  -0.31
O: 4.420 -2.341 -0.061  -0.09
H: 6.887 -3.115 0.668  0.07
H: 6.419 -4.738 1.218  0.07
H: 6.249 -4.276 -0.487  0.06
H: 4.673 -3.042 1.832  0.10
H: 4.025 -4.220 0.679  0.11
H: 4.481 -2.676 -0.963  0.09
C: 3.687 2.900 6.884  -0.09
C: 2.840 1.780 7.461  -0.32
O: 1.712 1.523 6.638  -0.09
H: 3.095 3.811 6.784  0.08
H: 4.550 3.108 7.522  0.07
H: 4.044 2.635 5.887  0.07
H: 2.465 2.053 8.449  0.11
H: 3.431 0.862 7.558  0.11
H: 2.047 1.272 5.767  0.05
C: -6.951 -0.776 -8.403  -0.09
C: -6.824 -0.979 -6.907  -0.31
O: -5.748 -1.868 -6.603  -0.09
H: -7.121 -1.730 -8.907  0.07
H: -7.777 -0.102 -8.638  0.08
H: -6.033 -0.354 -8.807  0.05
H: -7.731 -1.419 -6.496  0.11
H: -6.647 -0.022 -6.405  0.10
H: -4.940 -1.478 -6.954  0.08
C: -1.978 2.166 7.589  -0.09
C: -2.310 1.895 6.132  -0.33
O: -1.136 1.623 5.385  -0.09
H: -1.292 3.010 7.670  0.08
H: -2.882 2.388 8.163  0.06
H: -1.481 1.303 8.039  0.07
H: -2.786 2.764 5.679  0.11
H: -2.996 1.043 6.045  0.10
H: -0.710 0.849 5.772  0.08
C: 6.956 -8.101 -1.045  -0.10
C: 5.555 -7.584 -0.777  -0.31
O: 5.241 -6.510 -1.661  -0.09
H: 7.687 -7.301 -0.918  0.08
H: 7.208 -8.918 -0.368  0.07
H: 7.049 -8.460 -2.070  0.07
H: 5.474 -7.207 0.242  0.10
H: 4.815 -8.381 -0.910  0.11
H: 5.305 -6.849 -2.560  0.08
C: -1.515 -4.193 -4.061  -0.10
C: -1.309 -2.949 -3.215  -0.32
O: 0.051 -2.517 -3.266  -0.09
H: -0.867 -5.001 -3.716  0.07
H: -2.552 -4.531 -4.014  0.07
H: -1.259 -3.997 -5.106  0.07
H: -1.547 -3.152 -2.172  0.11
H: -1.954 -2.136 -3.559  0.11
H: 0.261 -2.323 -4.185  0.08
C: 11.342 -10.494 -0.809  -0.09
C: 9.896 -10.072 -0.621  -0.33
O: 9.240 -9.912 -1.876  -0.10
H: 11.879 -9.754 -1.404  0.08
H: 11.846 -10.604 0.153  0.07
H: 11.401 -11.444 -1.344  0.07
H: 9.841 -9.115 -0.105  0.11
H: 9.353 -10.816 -0.027  0.11
H: 9.275 -10.759 -2.334  0.08
C: -6.248 2.056 5.824  -0.10
C: -6.542 1.906 4.341  -0.32
O: -5.377 1.525 3.623  -0.08
H: -5.467 2.800 5.982  0.07
H: -7.142 2.361 6.373  0.07
H: -5.887 1.114 6.243  0.07
H: -6.883 2.853 3.922  0.11
H: -7.324 1.156 4.177  0.11
H: -5.076 0.682 3.980  0.07
C: -5.424 2.804 -2.591  -0.09
C: -5.267 2.642 -1.088  -0.31
O: -4.200 1.762 -0.780  -0.08
H: -5.605 1.835 -3.059  0.06
H: -6.254 3.473 -2.831  0.07
H: -4.510 3.210 -3.031  0.07
H: -6.172 2.217 -0.654  0.11
H: -5.080 3.613 -0.615  0.11
H: -3.390 2.136 -1.154  0.06
C: -3.621 3.260 -7.557  -0.09
C: -4.056 1.824 -7.776  -0.31
O: -4.995 1.725 -8.849  -0.10
H: -4.484 3.889 -7.338  0.08
H: -2.913 3.333 -6.731  0.08
H: -3.148 3.661 -8.458  0.07
H: -4.544 1.434 -6.883  0.11
H: -3.191 1.190 -8.001  0.11
H: -4.566 2.059 -9.645  0.08

---

C33H97Cl2N16O7P5 | wB97M-V/def2-TZVPD

Calculated values
HOMO level = -7.9 eV
HOMO-LUMO gap = 7.7 eV
SMILES string = CN(C)P(=O)(N(C)C)N(C)C.CN(C)P(=O)(N(C)C)N(C)C.CN(C)P(=O)(N(C)C)N(C)C.CN(C)P(=O)(N(C)C)N(C)C.CN(C)P(=O)(N(C)C)N(C)C.C[N+](=O)[O-].ClCCCl
Relative energy (zero: lowest compared OMol25 entry of this formula, charge and spin) = 0.0 kJ/mol
DFT total energy = -145460.0404 eV
F_max = 1.80 eV Å⁻¹

Each line ends with the Löwdin charge.
Geometry (Å):
C: 0.192 -2.688 -2.224  -0.07
N: 0.038 -1.366 -1.595  -0.28
C: -0.432 -0.336 -2.499  -0.14
P: 0.461 -1.148 -0.006  0.57
O: 0.746 -2.419 0.668  -0.28
N: 1.844 -0.105 -0.116  -0.29
C: 3.201 -0.464 0.258  -0.12
C: 1.640 1.329 -0.259  -0.17
N: -0.729 -0.237 0.791  -0.29
C: -1.695 0.596 0.105  -0.13
C: -0.539 0.134 2.176  -0.11
H: 0.422 -3.399 -1.438  0.07
H: 0.843 -2.629 -3.097  0.07
H: -0.792 -2.964 -2.624  0.08
H: -0.159 0.665 -2.162  0.06
H: -1.497 -0.307 -2.737  0.08
H: 0.129 -0.377 -3.434  0.04
H: 3.537 -1.372 -0.253  0.08
H: 3.855 0.340 -0.080  0.07
H: 3.341 -0.676 1.323  0.07
H: 0.634 1.588 -0.590  0.04
H: 1.655 1.866 0.700  0.06
H: 2.351 1.790 -0.945  0.01
H: -2.053 0.099 -0.797  0.06
H: -2.582 0.779 0.715  0.08
H: -1.334 1.571 -0.239  0.06
H: 0.074 -0.551 2.763  0.08
H: -1.523 0.046 2.645  0.06
H: -0.118 1.144 2.245  0.08
C: 6.339 -4.508 -4.712  -0.12
N: 5.902 -3.219 -5.212  -0.31
C: 6.796 -2.582 -6.190  -0.10
P: 4.378 -2.678 -4.817  0.54
O: 3.677 -3.590 -3.885  -0.29
N: 4.569 -1.138 -4.176  -0.29
C: 5.631 -0.723 -3.295  -0.11
C: 3.353 -0.349 -3.995  -0.12
N: 3.519 -2.563 -6.279  -0.29
C: 3.784 -1.499 -7.243  -0.10
C: 2.462 -3.517 -6.562  -0.11
H: 6.290 -5.318 -5.449  0.08
H: 5.710 -4.746 -3.857  0.07
H: 7.378 -4.515 -4.368  0.08
H: 6.699 -3.210 -7.078  0.09
H: 7.824 -2.582 -5.824  0.08
H: 6.549 -1.532 -6.327  0.07
H: 5.268 -0.459 -2.293  0.07
H: 6.335 -1.528 -3.082  0.08
H: 6.154 0.181 -3.620  0.08
H: 3.443 0.722 -4.180  0.08
H: 2.504 -0.706 -4.584  0.05
H: 2.989 -0.516 -2.974  0.08
H: 4.776 -1.521 -7.699  0.06
H: 3.089 -1.468 -8.082  0.08
H: 3.685 -0.550 -6.708  0.07
H: 1.682 -3.017 -7.136  0.05
H: 1.991 -3.857 -5.641  0.07
H: 2.783 -4.383 -7.147  0.08
C: -1.043 -1.427 -5.634  -0.11
N: -1.188 -0.812 -6.946  -0.29
C: -0.720 -1.559 -8.096  -0.11
P: -1.478 0.838 -7.111  0.58
O: -0.881 1.516 -8.293  -0.29
N: -3.161 1.017 -7.020  -0.31
C: -3.917 0.663 -5.845  -0.14
C: -3.906 1.311 -8.220  -0.12
N: -1.027 1.545 -5.617  -0.30
C: 0.389 1.597 -5.269  -0.13
C: -1.673 2.774 -5.133  -0.11
H: 0.031 -1.330 -5.419  0.06
H: -1.316 -2.479 -5.558  0.09
H: -1.537 -0.849 -4.864  0.04
H: -0.985 -2.608 -7.941  0.08
H: 0.375 -1.558 -8.135  0.06
H: -1.100 -1.192 -9.044  0.08
H: -3.348 0.730 -4.919  0.06
H: -4.872 1.183 -5.749  0.08
H: -4.229 -0.394 -5.908  0.08
H: -3.722 0.571 -9.016  0.08
H: -4.976 1.271 -8.033  0.08
H: -3.609 2.213 -8.763  0.08
H: 0.853 2.315 -5.963  0.09
H: 0.579 2.050 -4.294  0.08
H: 0.915 0.647 -5.342  0.05
H: -1.225 3.637 -5.639  0.09
H: -1.470 2.919 -4.071  0.08
H: -2.747 2.767 -5.291  0.06
C: -7.999 -2.037 5.538  -0.11
N: -6.968 -1.008 5.736  -0.30
C: -7.412 0.173 6.457  -0.11
P: -5.347 -1.465 5.869  0.52
O: -4.779 -1.417 7.221  -0.27
N: -5.215 -2.946 5.088  -0.31
C: -5.469 -3.267 3.698  -0.13
C: -4.506 -4.082 5.732  -0.09
N: -4.539 -0.388 4.857  -0.31
C: -5.040 0.091 3.588  -0.14
C: -3.171 0.022 5.166  -0.11
H: -7.503 -2.996 5.380  0.06
H: -8.602 -1.821 4.656  0.08
H: -8.602 -2.182 6.436  0.08
H: -6.994 0.191 7.469  0.08
H: -8.491 0.123 6.595  0.08
H: -7.146 1.076 5.905  0.08
H: -5.851 -2.397 3.162  0.06
H: -4.551 -3.534 3.169  0.09
H: -6.215 -4.060 3.587  0.09
H: -5.205 -4.581 6.408  0.08
H: -4.153 -4.789 4.988  0.07
H: -3.658 -3.779 6.347  0.08
H: -5.170 1.178 3.527  0.08
H: -4.348 -0.237 2.802  0.08
H: -6.016 -0.323 3.338  0.06
H: -3.073 0.339 6.204  0.07
H: -3.003 0.922 4.572  0.08
H: -2.494 -0.799 4.913  0.08
C: 4.174 1.380 6.082  -0.11
N: 3.487 0.299 6.764  -0.32
C: 4.100 -1.038 6.587  -0.10
P: 2.191 0.400 7.867  0.54
O: 2.024 -0.907 8.561  -0.30
N: 2.561 1.662 8.909  -0.31
C: 3.340 1.419 10.092  -0.12
C: 2.387 3.063 8.481  -0.10
N: 0.881 0.996 7.017  -0.30
C: 0.687 0.620 5.621  -0.12
C: -0.384 1.254 7.694  -0.10
H: 4.382 1.090 5.052  0.08
H: 5.101 1.590 6.630  0.08
H: 3.536 2.255 6.163  0.05
H: 5.045 -1.034 7.125  0.08
H: 4.193 -1.207 5.509  0.07
H: 3.378 -1.798 6.872  0.07
H: 3.308 0.368 10.375  0.08
H: 4.380 1.747 9.991  0.08
H: 2.892 1.947 10.941  0.08
H: 2.540 3.343 7.445  0.06
H: 1.377 3.394 8.740  0.06
H: 3.031 3.632 9.153  0.08
H: 1.602 0.430 5.060  0.07
H: 0.029 -0.247 5.504  0.08
H: 0.199 1.413 5.045  0.08
H: -1.081 1.785 7.046  0.08
H: -0.187 2.003 8.467  0.06
H: -0.785 0.328 8.109  0.09
C: -5.069 4.575 -1.041  0.04
N: -4.068 3.584 -1.495  -0.45
O: -4.265 3.065 -2.568  0.06
O: -3.108 3.368 -0.787  0.07
H: -6.053 4.185 -0.807  0.10
H: -5.148 5.245 -1.898  0.10
H: -4.675 5.188 -0.236  0.10
Cl: 1.907 4.852 0.269  0.55
C: 3.141 5.741 -0.685  -0.63
C: 4.373 4.896 -0.941  -0.66
Cl: 4.124 3.434 -1.906  0.57
H: 3.371 6.619 -0.080  0.07
H: 2.623 6.172 -1.540  0.07
H: 4.696 4.541 0.037  0.06
H: 5.201 5.445 -1.381  0.07

---

The highest DFT total energy belongs to which entry?
C33H93BO20P

---

Which value of HOMO-LUMO gap does entry 2 give?
7.7 eV

---

What is the DFT total energy in the second record?
-145460.0404 eV

---

The highest F_max belongs to which entry?
C33H93BO20P